Molecular formula: C18H30IrNO5P2S
Method: DFT, ωB97M-V/def2-TZVPD

Element x y z (Å)
Ir: 0.0189 -0.3925 -0.7331
P: -2.2368 0.0348 -1.1247
C: -2.1011 0.4247 -2.8852
C: -0.8222 0.9542 -3.3758
N: 0.2682 0.6745 -2.6228
C: 1.4934 1.0681 -3.0514
C: 1.6647 1.7925 -4.2334
C: 0.5340 2.0998 -4.9976
C: -0.7279 1.6731 -4.5689
C: 2.6690 0.6955 -2.1524
P: 2.2703 -0.8096 -1.0675
H: -1.6078 1.8898 -5.1557
H: 2.6475 2.1078 -4.5522
H: 0.6356 2.6564 -5.9179
H: 3.5645 0.4984 -2.7419
H: 2.8818 1.5435 -1.5011
H: -2.2494 -1.6079 -4.7499
H: -3.0095 0.6901 -3.4055
H: -0.6885 -4.0508 -3.3282
O: -2.0282 -2.5550 -5.0661
H: -2.6997 -2.8248 -5.7597
H: -0.2580 -1.8090 -0.2666
O: -0.1670 -4.4961 -2.5509
H: 0.5823 -3.8780 -2.3100
C: 2.8106 -2.2116 -2.2041
H: 3.8462 -2.0740 -2.5151
H: 2.7287 -3.1692 -1.6887
H: 2.1835 -2.2385 -3.0959
C: 3.6417 -0.7419 0.2184
H: 3.6267 -1.6445 0.8294
H: 4.6160 -0.6619 -0.2636
H: 3.4996 0.1215 0.8692
C: -3.0097 1.4999 -0.3473
H: -3.9798 1.7122 -0.7949
H: -3.1517 1.3319 0.7199
H: -2.3740 2.3765 -0.4689
C: -3.3966 -1.3722 -0.9683
H: -3.6057 -1.5720 0.0823
H: -4.3404 -1.1574 -1.4682
H: -2.9733 -2.2787 -1.4000
C: 0.1807 1.5164 7.9739
C: 0.0747 1.2433 6.5037
C: 0.0226 -0.0821 6.0611
C: -0.0824 -0.3601 4.6998
C: -0.1343 0.6788 3.7601
C: -0.0824 2.0076 4.1916
C: 0.0230 2.2904 5.5629
S: -0.2893 0.2229 2.0340
O: 0.7460 -0.8936 1.8333
O: -1.5622 -0.6189 1.8695
O: -0.1456 1.1185 0.5566
H: -0.6954 1.0782 8.4982
H: 1.1066 1.0510 8.3744
H: 0.2109 2.6057 8.1871
H: 0.0590 -0.9017 6.7693
H: -0.1263 -1.3935 4.3770
H: -0.1255 2.8167 3.4750
H: 0.0612 3.3202 5.8895

Results
HOMO-LUMO gap (alpha / beta) = 7.98 / 4.95 eV
HOMO level (alpha / beta) = -14.4 / -14.4 eV
Energy above the lowest of the compared OMol25 structures with the same formula, charge and spin = 1.8860 eV
<S²> = 6.035
Spin multiplicity = 5
Total charge = +2
LUMO (alpha / beta) = -6.441 / -9.430 eV